(1)
Formula: C4H12NOS
Source: OMol25
Level of theory: the ωB97M-V functional and the def2-TZVPD basis

Last column: Mulliken charge in e.
Geometry (Å):
1 C 1.770 -1.271 -1.283  -0.924
2 C 2.088 -0.219 -0.214  -0.401
3 S 1.674 1.440 -0.809  -0.188
4 C 0.641 2.042 0.557  -0.369
5 H 2.313 -2.189 -1.062  0.301
6 H 2.055 -0.915 -2.272  0.295
7 H 0.697 -1.447 -1.206  0.174
8 H 3.144 -0.252 0.073  0.422
9 H 1.479 -0.399 0.668  0.217
10 H -0.144 1.291 0.672  -0.115
11 H 1.239 2.115 1.464  0.231
12 H 0.250 3.012 0.259  0.305
13 N -2.910 0.303 0.750  -0.655
14 C -2.116 -0.947 0.494  -0.496
15 O -0.843 -0.665 0.223  -0.606
16 H -2.562 0.988 0.083  0.194
17 H -3.898 0.200 0.525  0.219
18 H -2.251 -1.570 1.412  0.185
19 H -2.627 -1.515 -0.333  0.212

Output
Spin multiplicity = 1
Total charge = -1
E = -687.77333 Eh
ΔE to the lowest compared entry with this formula, charge and spin = 34.3 kcal/mol
HOMO energy = -2.8157 eV

---

(2)
Formula: CH11NO4
Source: OMol25
Level of theory: the ωB97M-V functional and the def2-TZVPD basis

Last column: Mulliken charge in e.
Geometry (Å):
1 N 1.143 -0.377 -1.421  -0.617
2 C -0.080 0.055 -2.110  -0.310
3 O -1.174 0.340 -1.277  -0.585
4 H 1.930 -0.231 -2.044  0.257
5 H 1.299 0.281 -0.658  0.241
6 H -0.351 -0.778 -2.809  0.277
7 H 0.057 0.909 -2.786  0.312
8 H -0.772 0.739 -0.474  0.429
9 H -0.029 2.460 0.662  0.272
10 H 0.159 1.425 1.692  0.366
11 O 0.165 1.516 0.713  -0.647
12 H 0.545 -1.702 0.013  0.401
13 H -0.820 -1.190 0.052  0.354
14 O -0.243 -1.749 0.588  -0.742
15 H 0.027 -0.717 2.379  0.347
16 H 0.289 -0.254 3.746  0.317
17 O 0.033 0.123 2.892  -0.672

Output
SMILES = NCO.O.O.O
Spin multiplicity = 1
E = -400.40717 Eh
ΔE to the lowest compared entry with this formula, charge and spin = 9.0 kcal/mol
HOMO energy = -9.5145 eV

---

(3)
Formula: C18H24N8O4RuS2
Source: OMol25
Level of theory: the ωB97M-V functional and the def2-TZVPD basis

Last column: Mulliken charge in e.
Geometry (Å):
1 Ru -0.031 -0.244 0.141  -0.041
2 C 3.275 -0.773 -2.558  -1.499
3 C 2.293 -0.672 -1.442  0.228
4 N 1.057 -0.358 -1.604  0.816
5 O 0.633 -0.192 -2.911  -0.575
6 C 2.651 -1.030 -0.069  0.388
7 C 4.035 -1.328 0.383  -1.555
8 N 1.628 -1.146 0.749  0.635
9 O 1.764 -1.544 1.956  -0.946
10 H 3.411 -1.822 -2.829  0.309
11 H 4.242 -0.387 -2.242  0.386
12 H 2.934 -0.228 -3.431  0.412
13 H -0.295 -0.462 -2.895  0.364
14 H 4.749 -0.636 -0.061  0.446
15 H 4.336 -2.343 0.112  0.305
16 H 4.072 -1.245 1.466  0.392
17 N 0.724 5.794 -4.469  -0.468
18 C 0.580 5.031 -3.354  1.133
19 C 0.178 3.688 -3.451  -0.956
20 C 0.018 2.925 -2.318  -0.168
21 C 0.258 3.483 -1.068  -0.221
22 C 0.647 4.815 -0.949  -0.537
23 C 0.812 5.578 -2.082  -0.810
24 S 0.073 2.570 0.393  2.011
25 O 1.141 1.529 0.547  -0.550
26 O -0.001 3.474 1.495  -0.676
27 N -1.245 1.594 0.189  -0.730
28 C -1.711 1.273 1.486  0.572
29 N -2.525 2.035 2.176  -0.585
30 C -2.797 1.619 3.413  -0.317
31 C -2.250 0.468 3.963  -0.824
32 C -1.419 -0.284 3.153  -0.076
33 N -1.184 0.103 1.906  0.455
34 H 0.604 5.399 -5.383  0.192
35 H 1.053 6.739 -4.407  0.191
36 H -0.020 3.258 -4.425  0.304
37 H -0.310 1.904 -2.406  0.261
38 H 0.810 5.243 0.031  0.496
39 H 1.111 6.615 -1.993  0.315
40 H -3.468 2.244 3.989  0.431
41 H -2.462 0.174 4.979  0.398
42 H -0.934 -1.191 3.488  0.487
43 C -3.415 -4.358 0.037  -0.905
44 N -2.329 -4.074 0.952  0.032
45 C -2.020 -4.972 2.066  -0.650
46 C -0.826 -4.277 2.741  -0.613
47 N -0.530 -3.176 1.823  0.250
48 C -1.415 -3.111 0.843  0.669
49 S -1.419 -1.996 -0.480  -0.553
50 H -3.195 -5.248 -0.556  0.329
51 H -3.566 -3.513 -0.627  0.308
52 H -4.329 -4.528 0.604  0.323
53 H -1.769 -5.964 1.687  0.353
54 H -2.884 -5.063 2.722  0.366
55 H 0.037 -4.933 2.836  0.355
56 H -1.076 -3.894 3.731  0.331
57 H 0.297 -2.564 1.952  0.010

Output
⟨S²⟩ = 0.78
Spin multiplicity = 2
Total charge = +1
E = -2330.33097 Eh
ΔE to the lowest compared entry with this formula, charge and spin = 1.1 kcal/mol
HOMO energy (spin up / spin down) = -10.5778 / -10.5840 eV

---

(4)
Formula: C11H17O2P
Source: OMol25
Level of theory: the ωB97M-V functional and the def2-TZVPD basis

Last column: Mulliken charge in e.
Geometry (Å):
1 C -3.998 -0.127 0.187  -0.426
2 C -3.448 0.104 -1.136  -0.461
3 C -3.124 -0.173 1.303  -0.806
4 C -2.120 0.238 -1.378  -0.139
5 C -1.777 0.134 1.039  -0.541
6 C -1.315 0.371 -0.272  0.918
7 C 0.560 -1.557 -1.470  -2.093
8 C 2.652 -0.696 -0.169  -2.200
9 C 0.620 -1.507 1.123  -1.745
10 C 3.204 2.729 -0.095  0.065
11 C 1.130 -0.868 -0.183  2.052
12 O 0.374 1.714 1.294  -0.515
13 O 3.288 2.784 1.091  -0.404
14 P 0.387 0.904 -0.250  -0.425
15 H -5.090 -0.215 0.159  0.348
16 H -4.232 0.387 -1.849  0.301
17 H -3.209 -0.392 2.383  0.328
18 H -1.657 0.171 -2.385  0.339
19 H -1.169 0.515 1.823  0.476
20 H -0.434 -1.872 -1.417  0.531
21 H 0.572 -0.947 -2.340  0.414
22 H 1.124 -2.448 -1.394  0.530
23 H 2.857 0.073 0.532  0.753
24 H 2.965 -0.423 -1.193  0.345
25 H 3.148 -1.554 0.168  0.466
26 H 0.418 -0.673 1.836  0.350
27 H -0.206 -2.081 0.910  0.433
28 H 1.299 -2.018 1.717  0.441
29 H 3.191 1.630 -0.614  0.057
30 H 2.899 3.531 -0.781  0.286
31 H 1.090 2.264 1.363  0.323

Output
SMILES = CC(C)(C)P(O)c1ccccc1.C=O
Spin multiplicity = 1
E = -921.06982 Eh
ΔE to the lowest compared entry with this formula, charge and spin = 122.6 kcal/mol
HOMO energy = -8.2207 eV

---

(5)
Formula: C4H6N2
Source: OMol25
Level of theory: the ωB97M-V functional and the def2-TZVPD basis

Last column: Mulliken charge in e.
Geometry (Å):
1 N 2.621 0.347 -1.055  -0.447
2 C 1.793 0.019 -0.317  0.116
3 C 0.664 -0.255 0.590  0.254
4 C -0.379 0.881 0.424  -0.689
5 C -1.189 -0.130 -0.413  -0.371
6 N -0.343 -1.215 0.120  -0.520
7 H 1.044 -0.470 1.594  0.311
8 H -0.851 1.174 1.362  0.231
9 H -0.002 1.760 -0.103  0.306
10 H -1.083 0.037 -1.493  0.251
11 H -2.250 -0.235 -0.167  0.301
12 H -0.026 -1.915 -0.542  0.255

Output
SMILES = N#C[C@H]1CCN1
Spin multiplicity = 1
E = -265.47852 Eh
ΔE to the lowest compared entry with this formula, charge and spin = 35.8 kcal/mol
HOMO energy = -9.8091 eV

---

(6)
Formula: C6H6FOPS
Source: OMol25
Level of theory: the ωB97M-V functional and the def2-TZVPD basis

Last column: Mulliken charge in e.
Geometry (Å):
1 C -0.926 1.840 -0.730  -0.239
2 C -0.158 1.752 0.434  -0.453
3 C -1.107 0.779 -1.592  -0.480
4 C 0.507 0.581 0.708  -0.180
5 C -0.459 -0.478 -1.307  -0.508
6 C 0.346 -0.486 -0.146  0.464
7 O 1.704 -2.637 -1.201  -0.573
8 F -0.966 -1.235 2.003  -0.374
9 P 1.539 -1.852 -0.046  0.701
10 S 2.758 -2.054 1.475  -0.343
11 H -1.469 2.838 -0.739  0.260
12 H 0.048 2.644 1.056  0.335
13 H -1.963 0.868 -2.218  0.339
14 H 1.197 0.462 1.595  0.269
15 H -0.466 -1.314 -2.017  0.392
16 H -0.584 -1.706 2.724  0.389

Output
SMILES = O=P(=S)c1ccccc1.F
Spin multiplicity = 1
E = -1146.88583 Eh
ΔE to the lowest compared entry with this formula, charge and spin = 0.0 kcal/mol
HOMO energy = -9.5268 eV

---

Listing F_max for the structures above in their given order: 0.67 2.15 0.86 4.87 1.06 5.46 eV/A.